ORCA calculation (ωB97M-V/def2-TZVPD) on a 5-piece molecular cluster, C2H14O5 overall in a non-equilibrium geometry.

Output
Kohn-Sham gap = 10.96 eV
energy above the lowest of the compared OMol25 structures with the same formula, charge and spin = 0.910 eV

Geometry as ORCA input:
```
! wB97M-V def2-TZVPD RIJCOSX def2/J DEFGRID3
* xyz 0 1
C -1.56 1.84 -0.55
C -1.86 0.91 0.61
O -0.81 1.07 1.58
H -0.64 2.41 -0.39
H -1.49 1.23 -1.44
H -2.17 2.72 -0.74
H -1.87 -0.14 0.29
H -2.82 1.16 1.07
H 0.04 0.97 1.19
O 1.39 -1.63 1.89
H 0.87 -0.85 2.11
H 2.27 -1.29 1.69
O 0.75 -0.50 -1.71
H 1.02 -0.99 -2.48
H 0.65 -1.19 -1.03
O 0.09 -3.35 0.21
H 0.57 -2.98 0.98
H 0.31 -4.29 0.24
O 2.12 1.83 -1.15
H 1.91 0.93 -1.47
H 1.24 2.13 -0.88
*
```

=====

ORCA calculation (ωB97M-V/def2-TZVPD) on C4Cl2O4PmTi as an isolated structure in a non-equilibrium geometry.

Output
Kohn-Sham gap (spin up / spin down) = 5.95 / 6.28 eV
energy above the lowest of the compared OMol25 structures with the same formula, charge and spin = 0.000 eV

Geometry as ORCA input:
```
! wB97M-V def2-TZVPD RIJCOSX def2/J DEFGRID3
* xyz 4 6
Ti 0.72 0.24 -2.05
Pm -0.33 0.10 1.47
Cl -1.32 0.71 -0.97
Cl 2.12 -0.43 0.95
C -0.86 -1.12 3.64
C 0.00 0.73 -3.73
C 0.56 -1.12 -3.40
O -0.84 -1.37 4.76
O -0.56 0.92 -4.74
O 0.48 -1.93 -4.26
O 0.12 1.85 4.71
C -0.09 1.44 3.62
*
```

=====

ORCA calculation (ωB97M-V/def2-TZVPD) on CH3NO2S as an isolated structure in a non-equilibrium geometry.

Output
Kohn-Sham gap = 9.23 eV
energy above the lowest of the compared OMol25 structures with the same formula, charge and spin = 2.237 eV

Geometry as ORCA input:
```
! wB97M-V def2-TZVPD RIJCOSX def2/J DEFGRID3
* xyz 0 1
C 1.11 0.85 0.24
N -1.09 -0.22 -0.56
O 1.40 1.73 -0.44
O 0.23 -1.48 1.13
S 0.46 -0.91 -0.17
H 1.04 0.73 1.58
H -1.83 -0.63 -0.13
H -1.31 -0.08 -1.65
*
```

=====

ORCA calculation (ωB97M-V/def2-TZVPD) on an isolated ion of composition C6H11N and charge -1 in a non-equilibrium geometry.

Output
Kohn-Sham gap (spin up / spin down) = 3.21 / 6.87 eV
energy above the lowest of the compared OMol25 structures with the same formula, charge and spin = 0.642 eV

Geometry as ORCA input:
```
! wB97M-V def2-TZVPD RIJCOSX def2/J DEFGRID3
* xyz -1 2
C -1.24 1.69 0.61
N 1.04 0.19 1.58
C 0.36 -0.22 0.40
C -0.73 0.44 -0.04
C -1.39 0.00 -1.32
C 2.22 -1.46 -0.61
C 0.89 -1.41 -0.26
H -1.59 2.40 -0.14
H -0.43 2.22 1.12
H -1.90 1.46 1.46
H 1.44 -0.58 2.10
H 0.38 0.58 2.24
H -0.91 0.39 -2.22
H -1.65 -1.06 -1.50
H -2.40 0.43 -1.39
H 2.77 -2.18 -1.20
H 2.93 -0.81 -0.09
H 0.20 -2.08 -0.74
*
```

=====

ORCA calculation (ωB97M-V/def2-TZVPD) on a 2-piece molecular cluster, C3H2N2O4S3 overall in a non-equilibrium geometry.

Output
Kohn-Sham gap = 6.41 eV
energy above the lowest of the compared OMol25 structures with the same formula, charge and spin = 0.845 eV

Geometry as ORCA input:
```
! wB97M-V def2-TZVPD RIJCOSX def2/J DEFGRID3
* xyz -2 1
C 1.35 2.97 -0.22
C 1.67 1.66 -0.09
C -0.76 2.06 -0.21
N -0.02 3.13 -0.38
N 8.97 -0.33 1.49
O 6.72 0.23 0.38
O -1.98 1.88 -0.26
O 8.63 1.08 -1.39
O 8.29 -1.45 -0.98
S 0.34 0.51 0.20
S 7.53 -0.33 1.60
S 7.75 -0.12 -1.27
H 1.89 3.96 -0.34
H 2.77 1.17 0.08
*
```